[1]
94
Properties=species:S:1:pos:R:3 method="wB97M-V/def2-TZVPD" charge=+3 mol_weight_g_mol=1236.70 fmax_ha_per_bohr=0.046 orbital_gap_ev="4.2962 / 4.2980" e_lumo_ev="-10.080 / -10.081" energy_ev=-349473.88400
Ir 0.15198 0.15253 -0.34686
O 0.63865 0.56563 1.89030
P 1.13764 -0.08348 3.17704
C 0.67133 -1.85088 3.31347
P 0.64932 -2.92055 1.83088
O 0.05740 -2.12779 0.66419
C -0.27122 -4.36847 2.27495
C -0.78437 -4.59760 3.55176
C -1.47019 -5.77561 3.81930
C -1.64337 -6.71685 2.81633
C -1.13192 -6.49379 1.54007
C -0.44378 -5.32529 1.26653
C 2.31112 -3.41815 1.39229
C 2.83973 -2.60994 0.21979
C 4.37567 -2.68930 -0.03651
C 5.10121 -3.67616 0.84759
C 4.51607 -4.37506 1.81409
C 3.08150 -4.20797 2.13196
C 0.42834 0.68089 4.61512
C 0.33970 2.07835 4.60267
C -0.16675 2.74569 5.70492
C -0.58138 2.02746 6.82225
C -0.49104 0.64313 6.84104
C 0.01451 -0.03373 5.73980
C 2.93332 0.13457 3.33471
C 3.48678 -0.09386 4.56407
C 4.86157 0.11183 4.79936
C 5.68918 0.67921 3.81107
C 5.18510 0.93390 2.57770
C 3.82925 0.49498 2.17130
H -0.37345 -1.81428 3.64123
H 1.25974 -2.32341 4.10427
H -0.65377 -3.87150 4.34554
H -1.86661 -5.95792 4.81008
H -2.17478 -7.63607 3.02905
H -1.26317 -7.23948 0.76627
H -0.03178 -5.16017 0.27647
H 2.25613 -2.81366 -0.67642
H 4.58700 -2.94181 -1.07245
H 6.15905 -3.81826 0.64846
H 5.09324 -5.08155 2.39777
H 2.67695 -4.73676 2.99195
H 0.66961 2.63669 3.73328
H -0.23255 3.82625 5.70206
H -0.97368 2.55146 7.68457
H -0.81385 0.08951 7.71304
H 0.08066 -1.11498 5.77311
H 2.86372 -0.39723 5.39983
H 5.27016 -0.11207 5.77614
H 6.71165 0.93927 4.05228
H 5.80171 1.40940 1.82134
H 3.36856 1.23731 1.51030
Br -3.93841 4.81613 1.93344
C -2.78057 3.54485 1.24914
C -1.40997 3.75485 1.27059
C -0.57834 2.77687 0.77007
N -1.06074 1.64574 0.23365
C -2.39338 1.43341 0.22616
C -3.27896 2.36080 0.72413
C -2.75785 0.13128 -0.32342
C -4.03655 -0.32042 -0.55269
C -4.20467 -1.58388 -1.10375
Br -5.90783 -2.22929 -1.43163
C -3.08837 -2.34648 -1.41875
C -1.83469 -1.83162 -1.16171
N -1.67994 -0.61619 -0.61731
H -0.98796 4.66467 1.67458
H 0.49327 2.88113 0.80653
H -4.34376 2.17162 0.71933
H -4.89612 0.29343 -0.31951
H -3.18618 -3.32893 -1.85978
H -0.93568 -2.38257 -1.38243
Se 1.47471 2.48547 -1.74396
Se 3.08283 1.16833 -2.75751
C 3.28203 0.07705 -1.20308
C 4.56934 -0.33527 -0.94701
C 4.87712 -1.19140 0.23081
C 3.92237 -0.86072 1.37151
C 2.61340 -1.15882 0.67137
N 2.23605 -0.24709 -0.40625
C 0.04362 2.04947 -2.90452
C -0.28268 2.83848 -3.99029
C -1.36423 2.44650 -4.77356
C -2.05844 1.29850 -4.43567
C -1.65824 0.57099 -3.32767
N -0.62211 0.93271 -2.56480
H 5.36214 -0.04965 -1.62903
H 5.93478 -1.17085 0.48116
H 4.08411 -1.62827 2.13052
H 1.81444 -1.10356 1.36031
H 0.28853 3.72718 -4.21990
H -1.65388 3.03304 -5.63698
H -2.90093 0.96003 -5.02381
H -2.17537 -0.34091 -3.05041

***

[2]
60
Properties=species:S:1:pos:R:3 method="wB97M-V/def2-TZVPD" charge=-2 mol_weight_g_mol=533.52 fmax_ha_per_bohr=0.057 orbital_gap_ev="5.4630 / 4.8829" e_lumo_ev="4.086 / 4.087" multiplicity=2 energy_ev=-82524.79183
Cr 0.60703 -0.09119 -0.40520
O -1.14425 2.56140 0.71676
S -1.22840 1.12960 0.95613
O -2.18383 0.84780 2.03542
O 0.13176 0.58486 1.36357
O -1.57629 0.36691 -0.26768
F 0.96737 -0.79285 -2.12317
C -1.37481 -5.31406 2.67951
N -1.87300 -4.26689 1.79798
N -0.94794 -3.94382 0.77746
C -0.67022 -2.54885 0.80572
O 0.21142 -2.00854 0.10526
C -1.50811 -2.01764 1.82213
C -2.18133 -3.03379 2.42258
C -3.11762 -2.98510 3.57736
C -0.75757 -4.86283 -0.22836
C 0.32813 -4.76808 -1.11364
C 0.55537 -5.76909 -2.03060
C -0.27596 -6.88638 -2.10499
C -1.37956 -6.95727 -1.26718
C -1.62740 -5.96426 -0.34613
H -1.14774 -6.19563 2.08346
H -2.15144 -5.56376 3.40083
H -0.46810 -5.01031 3.21531
H -1.60680 -0.96226 2.01644
H -3.40587 -1.94776 3.73075
H -2.64775 -3.34805 4.49680
H -4.00431 -3.58854 3.38304
H 0.95348 -3.88979 -1.06698
H 1.40099 -5.69246 -2.69945
H -0.08289 -7.67366 -2.82224
H -2.06310 -7.79656 -1.33767
H -2.51301 -6.01177 0.26961
C 1.77753 8.09731 -0.31080
C 1.47745 6.66566 -0.66613
C 2.47300 5.70565 -0.74675
C 2.17243 4.38674 -1.07221
C 3.26184 3.36335 -1.14877
C 0.85177 4.02067 -1.33089
C -0.16029 4.98096 -1.26265
C -1.57666 4.57968 -1.50189
C 0.16770 6.28505 -0.92736
C 0.49614 2.58643 -1.72142
O -0.11377 2.39729 -2.77165
O 0.93801 1.69787 -0.93668
H 2.81732 8.22609 -0.01402
H 1.14043 8.42875 0.51044
H 1.58270 8.74850 -1.16570
H 3.50393 5.97791 -0.54700
H 4.24806 3.82525 -1.06218
H 3.19761 2.81289 -2.08668
H 3.12957 2.62964 -0.35437
H -1.81943 3.80993 -0.76311
H -1.67679 4.12655 -2.48668
H -2.25638 5.42743 -1.40170
H -0.61819 7.02876 -0.85803
C 2.65526 -0.33160 0.11047
H 2.87663 -1.29371 0.57499
H 2.90518 0.44162 0.83534
H 3.33069 -0.22404 -0.73742